This record from the OMol25 dataset describes a cluster of 7 separate species, C7H21N7O14 in total. The level of theory is wB97M-V/def2-TZVPD.

Properties
LUMO energy   -0.0131 hartree
Structure (SMILES)   C[N+](=O)[O-].C[N+](=O)[O-].C[N+](=O)[O-].C[N+](=O)[O-].C[N+](=O)[O-].C[N+](=O)[O-].C[N+](=O)[O-]

XYZ file:
```
49
Properties=species:S:1:pos:R:3:forces:R:3:lowdin_charge:R:1
C 8.6239 1.0696 -2.5629 -0.3203 0.7489 -1.1311 0.05
N 7.8395 -0.1559 -2.9743 1.9623 0.8551 1.9098 -0.48
O 6.6913 0.0189 -3.1925 -2.4179 0.0311 -0.9245 0.08
O 8.4081 -1.2153 -2.9032 0.3847 -0.6655 -0.3644 0.07
H 9.4603 1.1655 -3.2553 0.3548 -0.3983 0.5615 0.10
H 8.8531 1.0520 -1.4974 0.2080 -0.3774 -0.3307 0.10
H 7.9971 1.9303 -2.7960 -0.1861 -0.1903 0.2812 0.09
C 1.6757 2.8935 -5.6285 -0.5480 -1.0142 -2.0737 0.02
N 1.8746 4.0996 -4.7939 1.4851 2.2077 1.7248 -0.41
O 2.9928 4.2534 -4.2826 -0.8711 -1.3125 -0.8317 0.04
O 1.0400 4.9941 -4.6452 -0.2636 -1.9874 -1.0222 0.06
H 2.4201 2.8406 -6.4229 0.3899 0.7932 0.2415 0.10
H 0.7419 2.8722 -6.1904 -0.2619 0.7034 0.5728 0.09
H 1.7748 1.8798 -5.2403 0.0726 0.6056 1.3950 0.10
C -1.1215 6.8833 0.8435 -2.6553 -1.6314 0.2515 0.02
N -0.1820 7.5409 1.7134 1.9393 2.2774 -3.9545 -0.49
O 0.1791 8.6522 1.3673 -0.6017 1.0516 0.2773 0.06
O 0.3897 6.9046 2.5123 0.6809 -2.1509 3.0202 0.10
H -1.9336 6.7262 1.5535 -0.4393 -0.5142 -0.3144 0.10
H -0.7567 5.9044 0.5325 0.2810 0.1857 0.3309 0.11
H -1.5589 7.3744 -0.0258 0.7909 0.7740 0.3779 0.10
C -4.3451 -3.8477 6.1813 1.0420 -1.3783 -0.3473 0.03
N -5.7907 -3.7069 6.1276 -0.8287 1.6715 -0.3198 -0.47
O -6.2473 -3.3949 5.0437 -0.3167 -0.2161 -0.0560 0.06
O -6.4390 -3.8264 7.1443 0.1493 -0.2929 0.0867 0.07
H -3.7919 -3.0192 6.6237 -0.6440 0.0074 0.2869 0.11
H -4.0105 -3.9702 5.1512 -0.0138 -0.0115 0.1980 0.10
H -4.2355 -4.7834 6.7296 0.6177 0.2280 0.1426 0.10
C -6.4126 1.1684 -1.0537 -0.6664 -1.3344 -0.8755 0.02
N -5.3317 2.1189 -1.2245 1.3902 1.4258 3.7792 -0.44
O -5.5992 3.2894 -1.4187 0.0472 -0.3687 -1.1582 0.07
O -4.2610 1.7477 -0.7178 -0.5149 0.1275 -1.6420 0.03
H -6.2576 0.6948 -0.0843 -0.2010 0.2815 -0.0885 0.11
H -6.2381 0.3966 -1.8033 -0.3303 -0.0561 -0.0283 0.10
H -7.3810 1.6531 -1.1776 0.2876 -0.0682 0.0197 0.10
C 1.6994 -0.2993 0.8798 0.0789 -0.0060 0.1287 0.05
N 0.7148 -0.7687 1.9460 -1.1388 -1.9226 -1.1862 -0.43
O 1.0365 -0.5700 3.0859 0.1495 0.4383 0.2705 0.07
O -0.3103 -1.4056 1.6161 1.8607 1.3990 0.0911 0.03
H 2.6911 -0.6712 1.1372 -0.1949 0.1334 0.5098 0.09
H 1.6827 0.7889 0.9403 0.0427 -0.1485 -0.1449 0.10
H 1.5210 -0.6774 -0.1268 -0.7986 0.0948 0.3347 0.09
C 0.0623 -7.7930 0.1470 1.2613 0.4349 0.1648 0.05
N 0.5044 -9.0951 0.7566 -0.2278 -0.3817 1.2186 -0.46
O 1.3283 -9.1788 1.6559 0.0426 1.4984 -0.5637 0.05
O -0.0612 -10.0673 0.3546 -0.9677 -1.1536 -1.1990 0.07
H 0.0538 -7.0429 0.9377 -0.2136 -0.1492 -0.0969 0.10
H -0.8607 -7.8882 -0.4249 0.1266 -0.3375 0.4963 0.10
H 0.8700 -7.5358 -0.5383 -0.0230 0.0934 -0.0185 0.10
```
Positions in Å, forces in eV/Å.

This record from the OMol25 dataset describes a structure of composition C7H21NbO5P. The level of theory is wB97M-V/def2-TZVPD.

Properties
LUMO energy   0.0986 hartree
Net charge   -1

XYZ file:
```
35
Properties=species:S:1:pos:R:3:forces:R:3:lowdin_charge:R:1
C 5.0583 0.0889 -1.1745 -0.0987 -0.1135 0.1253 -0.09
C 3.7012 0.7565 -1.3587 0.0920 -0.0067 -0.2169 -0.33
O 3.8752 1.9410 -2.1086 0.2375 0.0972 0.1596 -0.28
C 2.9050 2.9430 -1.8385 -0.5122 -0.9250 -0.3905 -0.41
Nb 0.6844 2.8477 -1.8386 1.2355 0.1381 -0.0519 0.64
P -1.5311 1.5126 -1.9378 0.7011 0.3774 -0.1419 0.52
O -1.2020 -0.0458 -2.4006 0.3065 -0.1716 -0.1753 -0.46
O -1.9160 1.2750 -0.3398 -0.4589 -0.2673 0.3276 -0.47
H 5.2868 -0.6097 -1.9798 0.0647 0.1089 -0.0762 0.06
H 5.8356 0.8504 -1.1306 0.0281 0.0183 -0.0043 0.07
H 5.0817 -0.4710 -0.2378 -0.0038 -0.0628 -0.0106 0.06
H 3.2381 0.9787 -0.3935 0.0111 0.0491 -0.0108 0.09
H 3.0230 0.0930 -1.9100 -0.1546 -0.0044 0.1751 0.10
H 3.1477 3.4280 -0.8703 -0.2458 0.1134 0.0371 0.06
H 3.0524 3.6966 -2.6301 -0.1591 0.1206 0.0332 0.05
H 0.7073 1.5544 -0.5318 -0.2430 0.3761 0.1311 -0.10
H 0.7303 1.6702 -3.2887 -0.2949 0.1331 -0.0386 -0.11
H 0.0158 4.2386 -2.8846 -0.2306 0.0556 0.3579 -0.18
H 0.0489 3.9518 -0.4829 -0.3632 -0.1395 -0.2733 -0.17
H -0.2801 -0.0565 -2.7030 -0.1856 -0.0796 0.1098 -0.04
H -2.8764 1.1693 -0.2738 0.2325 0.1574 -0.0074 0.01
O -5.4815 -2.7952 2.4329 0.0236 -0.0021 0.0388 0.09
C -4.3324 -2.4412 2.4898 0.0530 -0.1012 -0.0388 -0.54
O -3.6740 -2.1885 1.3484 -0.0380 0.1099 0.0832 0.00
C -2.3517 -1.6129 1.3297 0.1623 -0.0172 -0.1123 -0.22
C -1.2747 -2.6647 1.4761 -0.0828 -0.0858 0.0741 -0.06
C -3.6048 -2.3431 3.8161 -0.0681 0.1636 -0.0434 0.01
H -2.2680 -0.8268 2.0790 -0.0159 0.0074 0.0053 0.11
H -2.2605 -1.1299 0.3606 -0.0698 0.0002 -0.0172 0.10
H -1.3355 -3.1827 2.4349 0.0302 0.0332 0.0243 0.06
H -0.2942 -2.1955 1.3958 -0.0005 0.0059 -0.0300 0.09
H -1.3733 -3.4088 0.6859 0.0323 0.0202 -0.0285 0.08
H -3.2323 -3.3353 4.0712 0.0058 -0.0023 -0.0061 0.09
H -4.3295 -2.0428 4.5679 -0.0332 -0.0719 0.0091 0.09
H -2.7737 -1.6453 3.8258 0.0426 -0.0349 -0.0174 0.07
```
Positions in Å, forces in eV/Å.

This record from the OMol25 dataset describes a cluster of 5 separate species, C7H22BrN2O7 in total. The level of theory is wB97M-V/def2-TZVPD.

Properties
LUMO energy   0.0976 hartree
Net charge   -1

XYZ file:
```
39
Properties=species:S:1:pos:R:3:forces:R:3:lowdin_charge:R:1
Br 17.9080 -1.1074 14.9587 -0.2418 -0.0006 -0.2339 -0.09
C 19.5039 -3.0831 18.0820 2.8388 0.5141 5.0635 -0.86
O 20.0385 -3.3987 19.1521 0.3091 -1.3934 0.8322 -0.04
N 18.9966 -3.8642 17.2447 -2.5182 -4.7546 -3.7939 0.19
N 19.4823 -1.8415 17.7764 -0.1946 4.7382 -0.7213 0.15
H 18.6184 -3.4866 16.3877 -0.0204 -0.4945 -0.1622 0.05
H 19.0529 -4.8512 17.4515 -0.1739 0.2642 -0.4538 0.13
H 18.8070 -1.5580 17.0810 0.1874 0.7943 -0.0914 -0.08
H 19.7466 -1.2770 18.5711 -0.2510 0.3660 -0.5116 0.12
C 15.2952 0.3115 12.4627 -0.9764 -0.5330 -0.7822 -0.29
C 15.4126 0.7713 11.0322 -1.5687 -0.0135 -1.5636 -0.28
O 16.7053 0.8178 10.4594 0.0858 0.3525 0.6262 -0.06
O 15.6673 1.2538 13.4240 1.0178 0.0208 -0.1773 -0.08
H 15.8321 -0.6368 12.4395 0.4922 0.0154 0.8555 0.10
H 14.2725 0.0607 12.7446 -0.3751 -0.1465 -0.6776 0.12
H 14.8294 1.6539 10.7695 0.3513 0.9915 0.7232 0.11
H 14.8509 0.1306 10.3524 0.0931 -1.0344 0.3524 0.11
H 17.1273 1.5656 10.8886 0.4402 0.0349 -0.0186 0.08
H 16.5175 0.9191 13.7185 0.4859 0.1854 0.7746 -0.01
C 16.4889 -6.1841 14.2942 -0.0686 1.1327 0.6202 -0.28
C 16.9704 -4.9640 13.4606 -0.9952 -0.2450 0.5111 -0.25
O 18.2733 -4.4754 13.6894 0.0399 -0.9626 0.1876 -0.09
O 17.1966 -7.3508 14.0781 1.3405 -0.9390 -0.8017 -0.06
H 15.4204 -6.3657 14.1784 -0.2858 0.3167 -0.7099 0.11
H 16.5377 -5.8566 15.3327 0.4433 0.0024 0.4192 0.11
H 16.2820 -4.2046 13.8315 -0.3560 0.2349 -0.3394 0.11
H 16.8019 -5.1023 12.3926 -0.0083 -0.2363 -0.1225 0.11
H 18.1740 -3.5332 13.8441 0.2173 0.5368 0.1770 -0.04
H 16.8366 -8.1395 14.4904 -0.3034 0.3871 0.1766 0.08
C 16.6915 2.4087 19.0877 2.6499 0.6950 -0.4366 -0.31
C 16.7775 1.6237 17.8086 0.2165 -1.1081 -0.8454 -0.25
O 18.0944 1.6863 17.2937 0.4702 0.6612 0.6177 -0.10
O 15.4719 2.4474 19.6734 -2.7688 -0.3238 1.3031 -0.05
H 17.0370 3.4340 18.9551 0.2730 0.2070 -0.5365 0.12
H 17.3398 2.0086 19.8673 0.9317 -0.4077 -0.6184 0.12
H 16.1047 1.9222 17.0047 -0.4861 0.5430 0.3220 0.12
H 16.5398 0.5744 17.9835 -0.2391 -0.1586 0.3547 0.12
H 18.2232 0.9616 16.6774 -0.0907 -0.3259 -0.3565 -0.03
H 15.6806 2.1711 20.5688 -0.9621 0.0834 0.0375 0.09
```
Positions in Å, forces in eV/Å.

This record from the OMol25 dataset describes a cluster of 2 separate species, C7H22FN2O4SSi2 in total. The level of theory is wB97M-V/def2-TZVPD.

Properties
LUMO energy   0.0700 hartree
Net charge   -1

XYZ file:
```
39
Properties=species:S:1:pos:R:3:forces:R:3:lowdin_charge:R:1
O 4.5742 3.4208 -2.0422 -1.8369 0.6242 2.9984 -0.31
S 4.0436 4.2122 -0.9045 3.7689 2.1730 -3.9007 0.72
O 4.6367 5.5687 -0.9075 -1.8704 -2.8818 1.1994 -0.31
F 4.4780 3.4499 0.4585 -1.4868 1.0048 -1.4837 -0.16
N 2.3587 4.3815 -0.9271 1.4800 -2.0713 0.9899 -0.11
C 1.6469 3.1204 -0.5882 -1.1785 0.3273 0.0794 -0.17
O 0.2938 3.4963 -0.1104 0.6548 -0.4973 -0.6926 -0.14
O 0.1595 4.8909 -0.0538 -0.1742 0.8832 0.6370 -0.06
H 2.1214 4.5817 -1.9004 0.5454 0.3499 0.1269 0.12
H 2.1135 2.5484 0.2349 -0.0374 0.4006 -0.5801 0.13
H 1.4866 2.5002 -1.4967 0.1692 0.1971 0.7459 0.14
H -0.2252 5.1993 -0.8891 -0.1275 -0.6383 -0.0846 0.10
C -1.6485 0.2141 -2.2068 -0.3912 -0.1041 -0.1703 -0.22
Si -1.7224 -1.1126 -0.8575 2.2631 0.4892 1.1868 0.20
C -1.9035 -2.7739 -1.7302 -0.5226 -0.0260 -0.3635 -0.21
C -3.2883 -0.7937 0.1423 -0.5290 -0.0324 -0.3614 -0.21
N -0.2930 -0.9965 0.0784 -0.9523 -0.9490 0.2950 -0.26
Si 0.0257 -2.0285 1.4067 -0.0938 1.7056 -1.8631 0.20
C 0.1430 -3.8468 0.9230 0.1194 -0.3760 0.4798 -0.21
C -1.2428 -1.8698 2.7924 0.1246 -0.3594 0.4789 -0.21
C 1.7026 -1.5444 2.1374 -0.0365 -0.3076 0.2896 -0.22
H -2.5480 0.1763 -2.8330 0.0368 0.1024 -0.0846 0.01
H -1.5835 1.2103 -1.7615 0.0351 -0.0264 0.0404 0.00
H -0.7779 0.0596 -2.8493 0.0205 -0.0108 0.0442 0.01
H -2.6887 -2.7220 -2.4951 -0.0047 -0.0988 -0.0345 0.01
H -2.1820 -3.5668 -1.0333 0.0582 -0.0201 0.0173 0.00
H -0.9716 -3.0548 -2.2252 0.0257 0.0281 0.0753 0.02
H -3.1778 0.0994 0.7607 0.0766 -0.0379 0.0080 0.02
H -3.5322 -1.6390 0.7893 0.0340 0.0214 0.0484 0.00
H -4.1452 -0.6377 -0.5255 -0.0793 0.0104 0.0685 0.01
H -0.8395 -4.2698 0.7034 0.0004 0.0110 -0.0609 0.00
H 0.5746 -4.4348 1.7428 -0.0047 -0.0922 -0.0382 0.01
H 0.7817 -3.9740 0.0466 -0.0423 0.0635 -0.0227 0.02
H -1.4305 -0.8199 3.0269 0.0008 -0.0019 -0.0811 0.02
H -0.8776 -2.3588 3.7044 -0.0798 0.0100 0.0614 0.01
H -2.1903 -2.3431 2.5274 -0.0323 0.0463 -0.0226 0.00
H 1.6872 -0.5056 2.4767 -0.0174 -0.0014 -0.0405 0.01
H 2.4925 -1.6552 1.3905 -0.0360 0.0277 -0.0180 0.01
H 1.9482 -2.1820 2.9947 0.1200 0.0566 0.0327 0.01
```
Positions in Å, forces in eV/Å.

no.,DFT total energy (eV),strongest force on any atom (eV Å⁻¹)
1,-46673.045,4.96
2,-28672.243,1.24
3,-94972.556,6.58
4,-48093.365,5.84